[1]
{"formula": "C7H14N", "method": "the ωB97M-V functional and the def2-TZVPD basis", "charge": 1, "orbital_gap_ev": 8.3775, "e_above_lowest_kcal_mol": 43.5, "species": ["C", "C", "C", "C", "C", "C", "C", "N", "H", "H", "H", "H", "H", "H", "H", "H", "H", "H", "H", "H", "H", "H"], "positions_angstrom": [[0.22830, 0.12967, 4.15076], [-0.15159, 0.27392, 2.89741], [0.44136, -0.26586, 1.67907], [0.26301, 0.45608, 0.56042], [0.71920, -0.05175, -0.79417], [-0.49029, 0.16730, -1.77534], [-1.23853, -1.07749, -2.05945], [0.29398, 0.50873, -3.17696], [-0.14215, 0.73635, 4.96710], [0.77719, -0.73957, 4.45974], [-0.86201, 1.12916, 2.70739], [0.94824, -1.20113, 1.84334], [-0.18536, 1.45082, 0.53391], [1.12641, -1.05715, -0.62770], [1.56110, 0.54816, -1.15397], [-1.08018, 1.01596, -1.39530], [-2.32681, -1.00793, -2.08345], [-0.79379, -1.93041, -1.56315], [-1.38134, -1.23934, -3.15282], [-0.44193, 0.85390, -3.79602], [0.55702, -0.44068, -3.45467], [1.09242, 1.14205, -3.14599]], "forces_ev_per_angstrom": [[-0.3, -1.1, 0.7], [-0.8, 2.7, -0.4], [-1.4, 1.0, 0.6], [1.0, -1.3, -0.4], [-0.5, 1.0, 0.8], [2.9, 0.0, 0.2], [-1.6, -0.4, -2.0], [-2.0, -0.4, 1.0], [-0.2, 0.1, -0.2], [0.8, -0.1, 0.1], [0.8, -0.9, 0.1], [0.3, -0.3, -0.8], [-0.1, -0.3, 0.5], [-0.6, -0.1, -0.7], [0.0, 0.1, 0.1], [0.3, -0.1, -0.9], [-0.2, 0.1, 1.9], [-0.5, -0.2, -0.1], [1.4, -0.4, 0.1], [0.5, 0.0, -0.4], [0.3, 0.4, -0.4], [-0.1, 0.0, 0.2]]}

***

[2]
{"formula": "C7H14N", "method": "the ωB97M-V functional and the def2-TZVPD basis", "charge": 1, "orbital_gap_ev": 7.3364, "e_above_lowest_kcal_mol": 88.7, "species": ["C", "C", "C", "C", "C", "C", "C", "N", "H", "H", "H", "H", "H", "H", "H", "H", "H", "H", "H", "H", "H", "H"], "positions_angstrom": [[2.26233, 2.73265, 1.56385], [0.82267, 0.86447, 2.01834], [-0.28922, 0.76373, 0.80548], [0.28149, -1.25251, -2.53076], [-1.57269, -1.77758, -0.79754], [0.21743, 0.00168, -0.33535], [-0.15183, -1.31246, -0.98495], [1.75430, 1.63162, 2.15622], [2.83058, 2.52424, 0.65412], [1.41133, 3.51312, 1.37478], [0.58759, 0.09509, 2.68985], [-0.25529, 1.77203, 0.53308], [-1.10569, 0.24506, 1.26697], [3.04922, 3.17590, 2.16645], [-0.47834, -0.75349, -3.03191], [1.20398, -0.65162, -2.47320], [0.32027, -2.30202, -3.00030], [-1.97002, -1.60119, 0.23312], [-1.50630, -2.93708, -0.89289], [-2.17963, -1.54522, -1.69900], [0.98849, 0.53271, -0.73272], [0.59550, -1.95431, -0.49023]], "forces_ev_per_angstrom": [[0.2, 3.5, -1.8], [0.5, -0.1, -1.0], [0.9, -3.4, -1.1], [1.0, -1.8, 2.2], [0.1, -3.2, 0.1], [-2.4, -0.6, 1.8], [0.6, 1.9, -0.6], [-1.0, -2.2, 1.8], [-0.5, -0.2, -0.4], [1.6, -1.2, 0.1], [-0.2, -1.1, 1.1], [-0.8, 1.8, -0.4], [-0.9, 0.7, 0.2], [-0.3, 0.4, 0.4], [-1.2, 1.2, -1.0], [-0.1, -0.7, -1.0], [0.5, 1.7, 0.9], [-0.1, 0.2, -1.2], [-0.3, 1.8, 0.4], [0.0, 0.5, 1.1], [2.5, 1.1, -1.7], [0.0, -0.3, 0.2]]}

***

[3]
{"formula": "C7H14N2", "method": "the ωB97M-V functional and the def2-TZVPD basis", "orbital_gap_ev": 8.3614, "e_above_lowest_kcal_mol": 98.2, "species": ["C", "C", "C", "C", "N", "C", "C", "C", "N", "H", "H", "H", "H", "H", "H", "H", "H", "H", "H", "H", "H", "H", "H"], "positions_angstrom": [[0.97310, 2.73986, 0.09013], [0.24060, 2.03003, 0.87241], [-0.52402, 1.29004, 1.73534], [-0.70370, -0.21727, 1.49564], [-0.17135, -0.78897, 2.73665], [0.23705, -0.97522, 0.50860], [0.08535, -0.47383, -0.93879], [-0.03099, -1.56040, -2.00797], [-0.14322, -0.82010, -3.25959], [1.83739, 2.26512, -0.43711], [0.71444, 3.80275, -0.04045], [-1.04275, 1.71051, 2.58532], [-1.81001, -0.46098, 1.42281], [-0.59235, -0.37700, 3.59455], [0.81217, -0.56404, 2.80910], [1.18583, -0.74016, 0.92167], [0.03469, -2.08013, 0.49728], [-0.85549, 0.14695, -1.02434], [1.02562, 0.09441, -1.16365], [-0.99806, -2.07648, -1.78863], [0.74944, -2.31888, -2.01029], [0.14459, 0.16204, -3.13392], [-1.16832, -0.78825, -3.46476]], "forces_ev_per_angstrom": [[1.2, 0.7, -1.2], [-2.4, -2.0, 3.3], [1.6, 1.1, -3.7], [-0.9, -0.9, 0.9], [-1.1, 0.0, 2.0], [-2.4, 0.6, -1.3], [0.8, -0.1, 0.6], [-1.3, 0.9, 0.8], [-1.5, 0.0, -1.1], [0.0, 1.0, 1.2], [-0.3, -0.7, -1.1], [0.9, -0.1, 0.6], [1.3, -0.1, -0.1], [0.2, -0.4, -0.9], [0.1, 0.0, 0.0], [1.2, -0.3, -0.1], [0.2, 1.1, 0.6], [1.3, -0.3, 0.0], [-1.1, 0.0, -0.1], [0.7, 0.0, -0.4], [0.3, 0.2, 0.0], [-0.2, -0.8, -0.1], [1.4, 0.2, -0.2]]}